ORCA calculation (ωB97M-V with the def2-TZVPD basis set) on a cluster of 6 separate species, C42H80F9N2O22P2S5 in total at a distorted geometry.

Last columns: bonded neighbours and bond lengths (Å).
CARTESIAN COORDINATES (ANGSTROEM)
1 C -0.6345 -3.3420 6.9110  C2 1.673, H48 1.170, H49 1.193, H50 1.170
2 C -0.4998 -2.4847 5.4813  C1 1.673, O3 1.471, H51 1.185, H52 1.174
3 O 0.8458 -2.7844 4.9683  C2 1.471, P4 1.769
4 P 1.2678 -1.6925 3.6416  O3 1.769, O5 1.613, C6 1.949, O45 1.741
5 O 2.6259 -2.3102 3.0291  P4 1.613
6 C -0.0637 -1.7296 2.2184  P4 1.949, C7 1.634, H53 1.167, H54 1.177
7 C -0.8130 -0.2778 2.1957  C6 1.634, C8 1.632, H55 1.196, H56 1.173
8 C -1.9567 -0.0669 1.0510  C7 1.632, C9 1.676, O11 1.467, C33 1.631
9 C -2.8749 -1.4691 1.0754  C8 1.676, N10 1.545, H57 1.195, H58 1.183
10 N -3.2761 -1.8593 2.5156  C9 1.545, H59 1.063, H60 1.053
11 O -2.8825 0.9725 1.5137  C8 1.467, C12 1.471
12 C -2.2611 2.2983 1.6527  O11 1.471, C13 1.646, C18 1.615, H61 1.196
13 C -3.5148 3.3523 1.8125  C12 1.646, C14 1.673, H62 1.195, H63 1.164
14 C -3.5508 3.9431 3.3772  C13 1.673, O15 1.483, H64 1.169, H65 1.188
15 O -4.9827 4.2012 3.6621  C14 1.483, C16 1.471
16 C -5.4636 3.4069 4.8033  O15 1.471, O17 1.361, H66 1.176
17 O -5.7501 4.0006 5.9942  C16 1.361
18 C -1.1138 2.6791 0.5815  C12 1.615, C19 1.631, N32 1.506, H67 1.195
19 C -0.9217 4.2438 0.1638  C18 1.631, F20 1.515, F21 1.513, C22 1.632
20 F 0.3705 4.2623 -0.6275  C19 1.515
21 F -1.9303 4.7378 -0.8498  C19 1.513
22 C -0.7091 5.3015 1.3878  C19 1.632, F23 1.513, F24 1.479, C25 1.639
23 F -1.9787 6.1210 1.4545  C22 1.513
24 F -0.5468 4.7125 2.7346  C22 1.479
25 C 0.4887 6.4029 1.1922  C22 1.639, F26 1.514, F27 1.512, C28 1.634
26 F 0.1951 7.4805 2.2143  C25 1.514
27 F 0.4194 7.1440 -0.1238  C25 1.512
28 C 1.9990 5.8852 1.5418  C25 1.634, F29 1.510, F30 1.476, F31 1.510
29 F 2.9084 6.4993 0.5043  C28 1.510
30 F 2.1709 4.4259 1.6793  C28 1.476
31 F 2.4408 6.5111 2.8432  C28 1.510
32 N -1.3152 1.8663 -0.6701  C18 1.506, C33 1.535, H68 1.062, H69 1.065
33 C -1.4411 0.3541 -0.4382  C8 1.631, N32 1.535, C34 1.664, P42 1.957
34 C -0.0714 -0.4399 -0.9507  C33 1.664, C35 1.631, H70 1.194, H71 1.195
35 C 1.3320 0.2420 -0.4752  C34 1.631, C36 1.673, H72 1.168, H73 1.169
36 C 2.6393 -0.6199 -1.0653  C35 1.673, C37 1.653, C41 1.669
37 C 3.8361 0.0490 -1.9885  C36 1.653, C38 1.673, H74 1.170
38 C 5.1493 -0.8464 -2.5099  C37 1.673, C39 1.664, H75 1.186
39 C 5.3462 -2.4517 -2.1173  C38 1.664, C40 1.640, H76 1.170
40 C 4.1462 -3.1285 -1.2275  C39 1.640, C41 1.673, H77 1.194
41 C 2.8300 -2.2383 -0.7042  C36 1.669, C40 1.673, H78 1.185
42 P -2.7492 -0.1615 -1.7996  C33 1.957, C43 1.910, O44 1.771
43 C -2.3815 0.7074 -3.4600  P42 1.910, H79 1.194, H80 1.171, H81 1.193
44 O -2.4802 -1.8800 -2.1323  P42 1.771, H82 1.012
45 O 1.6657 -0.0818 4.1687  P4 1.741, C46 1.471
46 C 2.8661 0.4494 3.5050  O45 1.471, C47 1.672, H83 1.177, H84 1.194
47 C 4.2801 0.1227 4.3351  C46 1.672, H85 1.193, H86 1.192, H87 1.170
48 H -1.6751 -3.8746 6.9595  C1 1.170
49 H 0.2352 -4.1580 6.8923  C1 1.193
50 H -0.3958 -2.6331 7.8112  C1 1.170
51 H -1.2649 -2.8622 4.6595  C2 1.185
52 H -0.5572 -1.3227 5.6412  C2 1.174
53 H 0.5375 -2.0131 1.2597  C6 1.167
54 H -0.7549 -2.6456 2.4799  C6 1.177
55 H -1.3788 -0.1870 3.2452  C7 1.196
56 H 0.0228 0.5438 2.2411  C7 1.173
57 H -3.9319 -1.3091 0.5423  C9 1.195
58 H -2.2696 -2.3416 0.5536  C9 1.183
59 H -4.1402 -1.2876 2.7549  N10 1.063
60 H -3.5682 -2.8670 2.4218  N10 1.053
61 H -1.7362 2.2922 2.7269  C12 1.196
62 H -4.5387 2.7428 1.7225  C13 1.195
63 H -3.5793 4.1859 1.0020  C13 1.164
64 H -2.9770 4.9545 3.4995  C14 1.169
65 H -3.2046 3.1018 4.1419  C14 1.188
66 H -5.6494 2.2539 4.6699  C16 1.176
67 H -0.0593 2.3397 1.0284  C18 1.195
68 H -0.5849 2.0276 -1.4248  N32 1.062
69 H -2.2238 2.2087 -1.1069  N32 1.065
70 H -0.1370 -1.6176 -0.7684  C34 1.194
71 H -0.1026 -0.3332 -2.1404  C34 1.195
72 H 1.5100 0.3035 0.6779  C35 1.168
73 H 1.4389 1.3154 -0.9266  C35 1.169
74 H 3.8153 1.1785 -2.2943  C37 1.170
75 H 6.0265 -0.3684 -3.1497  C38 1.186
76 H 6.2622 -3.1094 -2.4283  C39 1.170
77 H 4.2186 -4.2760 -0.9071  C40 1.194
78 H 2.0531 -2.8566 -0.0577  C41 1.185
79 H -1.9677 1.8187 -3.3240  C43 1.194
80 H -1.5963 0.1426 -4.1206  C43 1.171
81 H -3.3885 0.7883 -4.0947  C43 1.193
82 H -3.1625 -2.1372 -2.8342  O44 1.012
83 H 2.9520 0.1904 2.3598  C46 1.177
84 H 2.7695 1.6385 3.5510  C46 1.194
85 H 4.6453 -0.9768 4.0525  C47 1.193
86 H 5.1614 0.8335 3.9637  C47 1.192
87 H 4.1470 0.1573 5.4970  C47 1.170
88 O 0.5914 0.8792 11.4869  S89 1.447
89 S -0.5415 0.0089 11.2537  O88 1.447, O90 1.446, O91 1.630, C94 1.775
90 O -0.6390 -0.8266 10.0772  S89 1.446
91 O -1.9139 0.8772 11.3970  S89 1.630, C92 1.422
92 C -2.0735 2.0383 10.5919  O91 1.422, C93 1.517, H95 1.095, H96 1.095
93 C -2.4086 1.6769 9.1571  C92 1.517, H97 1.094, H98 1.094, H99 1.095
94 C -0.7728 -1.0149 12.6848  S89 1.775, H100 1.091, H101 1.092, H102 1.092
95 H -1.1823 2.6717 10.6442  C92 1.095
96 H -2.9026 2.6126 11.0175  C92 1.095
97 H -1.5691 1.1701 8.6720  C93 1.094
98 H -2.6412 2.5735 8.5748  C93 1.094
99 H -3.2638 0.9948 9.1184  C93 1.095
100 H -0.7378 -0.3911 13.5797  C94 1.091
101 H 0.0364 -1.7482 12.7066  C94 1.092
102 H -1.7340 -1.5262 12.6027  C94 1.092
103 O -1.9498 8.2453 -5.9173  S104 1.447
104 S -0.7457 7.4439 -5.9726  O103 1.447, O105 1.446, O106 1.630, C109 1.775
105 O -0.7857 5.9985 -6.0020  S104 1.446
106 O 0.2603 7.9177 -4.7803  S104 1.630, C107 1.422
107 C -0.2173 7.9087 -3.4411  O106 1.422, C108 1.517, H110 1.095, H111 1.095
108 C -0.2752 6.4996 -2.8821  C107 1.517, H112 1.094, H113 1.094, H114 1.095
109 C 0.2434 8.0018 -7.3364  S104 1.775, H115 1.091, H116 1.092, H117 1.092
110 H -1.1915 8.4031 -3.3738  C107 1.095
111 H 0.4859 8.4996 -2.8455  C107 1.095
112 H -1.0279 5.8999 -3.4024  C108 1.094
113 H -0.5334 6.5137 -1.8190  C108 1.094
114 H 0.6864 5.9921 -3.0088  C108 1.095
115 H 0.3124 9.0907 -7.3058  C109 1.091
116 H -0.2469 7.6826 -8.2588  C109 1.092
117 H 1.2330 7.5458 -7.2660  C109 1.092
118 O -8.4207 -2.9117 4.8967  S119 1.447
119 S -8.0101 -1.5325 4.7406  O118 1.447, O120 1.446, O121 1.630, C124 1.775
120 O -6.6243 -1.1592 4.5612  S119 1.446
121 O -8.6377 -0.6523 5.9611  S119 1.630, C122 1.422
122 C -8.3631 -1.0482 7.2988  O121 1.422, C123 1.517, H125 1.095, H126 1.095
123 C -6.9504 -0.6766 7.7086  C122 1.517, H127 1.094, H128 1.094, H129 1.095
124 C -8.9575 -0.8048 3.4283  S119 1.775, H130 1.091, H131 1.092, H132 1.092
125 H -8.5464 -2.1191 7.4315  C122 1.095
126 H -9.0719 -0.5176 7.9426  C122 1.095
127 H -6.2117 -1.2488 7.1395  C123 1.094
128 H -6.7876 -0.8812 8.7710  C123 1.094
129 H -6.7566 0.3834 7.5158  C123 1.095
130 H -10.0118 -1.0484 3.5712  C124 1.091
131 H -8.6002 -1.2235 2.4848  C124 1.092
132 H -8.8020 0.2759 3.4364  C124 1.092
133 O 3.9219 -2.7843 -5.3756  S134 1.447
134 S 4.5205 -3.9854 -5.9179  O133 1.447, O135 1.446, O136 1.630, C139 1.775
135 O 5.9188 -4.0499 -6.2818  S134 1.446
136 O 3.6249 -4.4998 -7.1795  S134 1.630, C137 1.422
137 C 3.3814 -3.6013 -8.2543  O136 1.422, C138 1.517, H140 1.095, H141 1.095
138 C 4.6050 -3.4488 -9.1381  C137 1.517, H142 1.094, H143 1.094, H144 1.095
139 C 4.1664 -5.3378 -4.8246  S134 1.775, H145 1.091, H146 1.092, H147 1.092
140 H 3.0392 -2.6317 -7.8790  C137 1.095
141 H 2.5641 -4.0242 -8.8473  C137 1.095
142 H 5.4200 -2.9547 -8.6009  C138 1.094
143 H 4.3730 -2.8479 -10.0224  C138 1.094
144 H 4.9761 -4.4273 -9.4592  C138 1.095
145 H 3.1051 -5.3229 -4.5701  C139 1.091
146 H 4.7702 -5.2075 -3.9238  C139 1.092
147 H 4.4361 -6.2730 -5.3193  C139 1.092
148 O 5.3736 -6.0083 -11.5474  S149 1.447
149 S 5.6945 -7.3520 -11.9792  O148 1.447, O150 1.446, O151 1.630, C154 1.775
150 O 6.4163 -8.2784 -11.1349  S149 1.446
151 O 6.4330 -7.2791 -13.4309  S149 1.630, C152 1.422
152 C 7.6017 -6.4800 -13.5621  O151 1.422, C153 1.517, H155 1.095, H156 1.095
153 C 8.8092 -7.1568 -12.9409  C152 1.517, H157 1.094, H158 1.094, H159 1.095
154 C 4.2025 -8.1426 -12.5255  S149 1.775, H160 1.091, H161 1.092, H162 1.092
155 H 7.4409 -5.4850 -13.1354  C152 1.095
156 H 7.7805 -6.3462 -14.6338  C152 1.095
157 H 8.7013 -7.2360 -11.8551  C153 1.094
158 H 9.7215 -6.5891 -13.1471  C153 1.094
159 H 8.9265 -8.1735 -13.3291  C153 1.095
160 H 3.6645 -7.4676 -13.1935  C154 1.091
161 H 3.5960 -8.3599 -11.6434  C154 1.092
162 H 4.4609 -9.0727 -13.0355  C154 1.092

Computed properties:
total charge = +1
HOMO-LUMO gap = 6.96 eV
relative energy (zero: lowest compared OMol25 entry of this formula, charge and spin) = 471.8 kcal per mole
E_HOMO = -10.3 eV
E_tot = -6984.47589 Eh